1.
15
Properties=species:S:1:pos:R:3:forces:R:3 method="wB97M-V/def2-TZVPD" multiplicity=1 energy_ev=-9305.3112 largest_force_ev_per_a=2.3 e_above_lowest_kj_mol=104.4 gap_ev=9.47 smiles=Cc1c[nH]cn1.O
C 1.083 1.066 -0.139 -0.027 -0.125 0.292
C 0.208 0.172 0.702 -1.123 0.174 0.912
C 0.044 -1.181 0.625 0.639 -0.457 -0.467
N -0.886 -1.516 1.568 -0.780 -2.014 0.801
C -1.266 -0.416 2.219 0.039 1.725 -0.412
N -0.666 0.639 1.716 0.865 0.186 -0.605
H 1.544 1.850 0.485 -0.225 -0.311 -0.269
H 0.511 1.551 -0.948 0.303 -0.141 0.380
H 1.885 0.458 -0.590 -0.320 0.338 0.073
H 0.538 -1.959 0.043 -0.204 0.433 0.124
H -1.232 -2.441 1.836 0.513 0.537 -0.523
H -2.030 -0.354 2.994 0.349 -0.312 -0.256
O 0.285 1.059 -3.484 -0.592 -1.089 -0.107
H -0.418 0.729 -2.880 0.724 0.294 -0.666
H 0.401 0.341 -4.146 -0.162 0.762 0.724

---

2.
63
Properties=species:S:1:pos:R:3:forces:R:3 method="wB97M-V/def2-TZVPD" multiplicity=1 energy_ev=-39194.3435 largest_force_ev_per_a=0.6 e_above_lowest_kj_mol=0.0 gap_ev=8.44 smiles="CCOC(=O)C1=C(Nc2ccc(C)cc2)C[C@](C)(O)[C@H](C(=O)OCC)[C@H]1c1ccccc1"
C 1.667 -1.158 5.075 -0.177 0.271 -0.268
C 1.145 0.201 4.628 0.455 -0.006 0.444
O 0.433 0.105 3.401 -0.154 -0.089 -0.303
C 1.161 0.129 2.270 0.259 0.080 -0.116
O 2.383 0.243 2.285 -0.018 -0.015 0.217
C 0.362 0.024 1.070 -0.220 0.152 -0.130
C 0.940 -0.070 -0.170 -0.104 0.087 0.325
N 2.277 -0.018 -0.339 0.140 0.167 0.586
C 3.036 -0.282 -1.475 0.233 -0.137 -0.561
C 4.243 0.401 -1.634 -0.165 -0.036 0.040
C 5.043 0.161 -2.731 -0.068 -0.135 -0.034
C 4.673 -0.767 -3.700 -0.034 -0.010 -0.003
C 5.555 -1.015 -4.886 0.046 -0.003 0.039
C 3.488 -1.464 -3.521 0.098 0.102 -0.046
C 2.678 -1.238 -2.423 0.014 0.087 0.235
C 0.022 -0.073 -1.353 -0.083 0.318 -0.002
C -1.020 1.050 -1.160 -0.243 -0.491 -0.251
C -1.907 1.155 -2.400 0.298 0.146 0.256
O -0.364 2.296 -1.041 0.097 0.199 -0.121
C -1.881 0.740 0.094 0.014 0.299 0.117
C -2.354 2.073 0.647 0.184 -0.314 0.051
O -1.791 2.701 1.506 0.030 0.047 0.088
O -3.475 2.472 0.049 -0.356 -0.070 -0.278
C -3.977 3.757 0.428 -0.113 0.462 0.237
C -5.327 3.960 -0.232 0.396 -0.239 0.081
C -1.136 -0.061 1.194 0.003 0.097 0.040
C -1.641 -1.492 1.220 -0.016 -0.082 0.068
C -2.970 -1.721 1.567 0.027 -0.078 -0.010
C -3.485 -3.003 1.600 -0.111 0.031 0.031
C -2.677 -4.085 1.289 0.018 -0.124 -0.014
C -1.353 -3.870 0.955 -0.037 -0.134 -0.023
C -0.839 -2.584 0.922 -0.015 0.045 0.021
H 2.397 -1.526 4.358 0.068 -0.045 -0.007
H 2.141 -1.067 6.048 0.056 -0.021 0.123
H 0.847 -1.870 5.140 -0.049 -0.077 0.056
H 1.977 0.903 4.507 -0.199 -0.060 0.071
H 0.423 0.600 5.344 0.090 -0.011 -0.106
H 2.783 0.196 0.525 -0.129 -0.134 -0.145
H 4.540 1.122 -0.887 0.010 0.113 0.067
H 5.971 0.703 -2.842 0.097 0.073 0.000
H 5.812 -0.076 -5.374 0.040 0.016 -0.095
H 5.064 -1.662 -5.608 0.016 -0.031 -0.083
H 6.484 -1.492 -4.572 0.076 -0.040 -0.068
H 3.192 -2.209 -4.247 -0.018 -0.066 -0.081
H 1.784 -1.826 -2.289 -0.092 -0.048 0.030
H 0.578 0.132 -2.267 -0.101 -0.040 0.012
H -0.500 -1.027 -1.449 0.029 -0.095 -0.046
H -2.344 0.190 -2.641 -0.064 -0.116 -0.018
H -1.307 1.500 -3.238 0.067 -0.005 -0.122
H -2.700 1.875 -2.223 -0.087 0.028 -0.024
H 0.102 2.329 -0.195 -0.007 -0.002 0.070
H -2.761 0.181 -0.233 0.085 0.042 0.016
H -3.257 4.519 0.110 -0.069 -0.105 0.095
H -4.053 3.796 1.521 0.048 0.024 -0.179
H -6.021 3.186 0.086 -0.111 -0.038 0.020
H -5.226 3.913 -1.313 -0.049 0.030 -0.119
H -5.725 4.931 0.045 -0.054 0.097 0.016
H -1.404 0.386 2.157 0.017 -0.092 -0.236
H -3.603 -0.883 1.822 -0.088 0.110 0.028
H -4.518 -3.161 1.874 -0.083 -0.012 0.026
H -3.077 -5.088 1.314 -0.032 -0.079 0.005
H -0.711 -4.707 0.719 0.048 -0.071 -0.015
H 0.202 -2.437 0.673 0.088 0.029 -0.009

---

3.
16
Properties=species:S:1:pos:R:3:forces:R:3 method="wB97M-V/def2-TZVPD" multiplicity=1 energy_ev=-14466.4437 largest_force_ev_per_a=7.4 e_above_lowest_kj_mol=56.9 gap_ev=8.72 smiles="C[C@H]1CCC=C1I"
C -1.398 0.741 1.300 -0.403 0.653 -0.690
C -0.176 0.614 0.353 -1.410 -0.669 0.223
C 0.686 -0.651 0.665 0.537 1.563 -0.262
C 1.408 -0.998 -0.671 2.808 -3.062 2.923
C 0.594 -0.444 -1.728 -5.395 4.252 0.778
C -0.532 0.424 -1.119 5.812 -3.850 -2.407
I -1.890 1.571 -2.200 0.353 -0.334 0.265
H -1.661 -0.159 1.875 0.273 0.257 -0.232
H -2.276 1.032 0.688 0.282 -0.287 0.409
H -1.242 1.598 1.959 -0.025 -0.309 0.322
H 0.307 1.578 0.382 0.773 0.232 0.190
H -0.064 -1.355 0.934 -0.361 -1.058 0.094
H 1.383 -0.539 1.535 -0.595 0.051 -0.824
H 1.617 -2.191 -0.684 -0.853 2.472 -0.404
H 2.509 -0.678 -0.472 -1.633 0.193 -1.199
H 0.735 -0.543 -2.818 -0.162 -0.105 0.814

---

4.
19
Properties=species:S:1:pos:R:3:forces:R:3 method="wB97M-V/def2-TZVPD" multiplicity=1 energy_ev=-10947.1991 largest_force_ev_per_a=4.4 charge=+1 e_above_lowest_kj_mol=412.7 gap_ev=9.02
C -0.338 -1.995 0.840 1.756 -1.118 0.137
C -1.199 -1.015 1.086 -2.862 2.618 -0.477
C 0.801 -1.881 0.044 -0.663 -0.738 0.381
C -1.123 0.254 0.428 2.291 -0.445 -0.006
C 0.041 0.305 -0.293 3.229 1.885 -0.999
C -2.045 1.410 0.640 1.830 -0.458 0.064
C 2.370 -0.375 -1.024 0.747 0.395 -0.479
N 1.029 -0.687 -0.470 -1.714 2.773 -0.424
O 0.945 2.263 -0.917 -2.591 -3.406 1.070
H -0.427 -2.790 1.507 -0.103 -1.944 0.349
H -2.098 -1.164 1.716 0.861 -0.029 -0.135
H 1.485 -2.742 -0.148 -0.412 1.137 0.218
H -2.973 0.975 0.370 -1.512 0.581 0.375
H -1.847 1.875 1.610 -0.851 -0.646 0.359
H -1.725 2.202 0.004 -0.271 0.454 -1.010
H 2.690 -1.261 -1.625 -0.321 1.057 0.114
H 2.465 0.655 -1.505 -0.668 -1.763 0.416
H 2.990 -0.361 -0.135 0.373 0.123 0.046
H 0.083 2.744 -1.012 0.880 -0.478 -0.001

---

5.
71
Properties=species:S:1:pos:R:3:forces:R:3 method="wB97M-V/def2-TZVPD" multiplicity=3 energy_ev=-139887.9844 s_squared=2.026 largest_force_ev_per_a=3.0 charge=+1 e_above_lowest_kj_mol=113.5 gap_ev="7.40 / 8.25"
V 0.828 -1.475 0.215 -2.012 -0.214 -2.184
C 2.829 -1.321 0.971 0.230 -0.472 0.644
C 1.888 -1.104 2.037 0.984 -1.164 0.392
C 1.559 -3.240 1.199 0.458 0.056 0.885
C 2.624 -2.643 0.460 0.366 0.069 0.825
C 1.107 -2.296 2.184 1.038 -0.482 0.167
C 3.943 -0.421 0.552 0.389 0.193 -0.159
H 3.897 0.546 1.070 0.065 -0.234 -0.213
H 3.949 -0.243 -0.537 0.016 -0.031 0.400
H 4.907 -0.893 0.805 -0.283 0.227 -0.075
C 3.473 -3.322 -0.558 0.082 -0.095 -0.175
H 3.883 -2.598 -1.264 -0.005 -0.105 -0.027
H 2.899 -4.061 -1.120 0.100 0.114 0.033
H 4.314 -3.840 -0.075 -0.167 0.151 -0.022
C 1.092 -4.645 1.052 -0.161 -0.451 -0.099
H 1.754 -5.338 1.597 -0.180 0.245 -0.112
H 1.083 -4.953 0.001 0.001 0.075 0.176
H 0.078 -4.778 1.441 0.174 0.004 -0.036
C 0.169 -2.600 3.305 -0.112 0.041 0.193
H 0.716 -3.158 4.080 -0.205 0.165 -0.135
H -0.676 -3.223 2.991 0.194 0.136 0.096
H -0.220 -1.681 3.760 0.058 -0.227 -0.041
C 1.920 0.013 3.025 -0.054 0.231 0.321
H 2.336 -0.383 3.968 -0.146 0.225 -0.268
H 0.924 0.419 3.256 0.258 -0.039 -0.056
H 2.574 0.827 2.691 -0.252 -0.135 0.141
C -1.026 2.885 -2.679 1.011 0.871 -0.175
C -0.065 3.454 -1.925 -0.571 0.392 -1.429
C -0.317 4.521 -0.896 0.230 0.350 0.368
C -1.530 4.271 0.034 0.431 0.538 -0.454
C -1.790 2.831 0.380 -1.403 -0.038 0.198
C -2.739 2.106 -0.246 0.000 0.844 0.874
C -3.351 2.426 -1.583 -0.269 0.364 -0.283
C -2.485 3.236 -2.602 -0.680 -0.139 -0.136
H -0.448 5.496 -1.404 0.062 -0.350 0.151
H -2.426 4.717 -0.424 0.260 -0.295 0.270
H 0.587 4.642 -0.278 -0.213 -0.048 -0.195
H -2.624 4.311 -2.420 0.210 -0.317 -0.090
H -0.744 2.232 -3.522 0.000 0.301 0.580
H 0.988 3.312 -2.194 -0.412 -0.132 0.162
H -2.911 3.035 -3.602 0.075 0.200 0.448
H -3.647 1.489 -2.083 0.071 0.185 0.325
H -3.237 1.293 0.286 0.645 -0.117 -0.343
H -4.294 2.979 -1.416 0.264 -0.204 -0.139
H -1.360 4.831 0.966 -0.102 -0.204 -0.226
H -1.322 2.480 1.307 -0.463 0.005 -0.162
P 0.760 0.375 -1.242 0.115 -1.856 0.312
P -1.665 -1.471 0.510 1.517 -0.484 -0.560
C -1.014 0.196 -1.713 -0.558 1.035 -0.132
C -2.035 -0.831 -1.164 -0.346 0.074 0.018
H -1.057 0.192 -2.808 0.089 -0.074 0.261
H -1.336 1.182 -1.382 -0.287 -0.356 -0.383
H -3.034 -0.370 -1.105 0.300 0.024 -0.337
H -2.114 -1.688 -1.854 0.156 0.266 0.530
C -2.458 -3.097 0.585 -0.354 -0.036 0.140
H -2.070 -3.653 1.450 -0.244 0.124 -0.288
H -2.239 -3.656 -0.335 -0.007 0.205 0.309
H -3.543 -2.954 0.696 0.240 -0.243 -0.046
C -2.407 -0.478 1.835 -0.399 0.161 0.005
H -3.479 -0.329 1.632 0.277 0.011 0.269
H -1.903 0.498 1.918 -0.237 -0.387 -0.013
H -2.291 -1.019 2.788 -0.035 0.147 -0.365
C 1.739 0.629 -2.722 0.332 0.438 -0.350
H 2.806 0.541 -2.458 -0.390 0.052 -0.154
H 1.550 1.619 -3.158 0.146 -0.358 -0.012
H 1.484 -0.155 -3.449 0.062 0.172 0.318
C 1.127 1.584 0.073 -0.560 1.013 -0.113
H 0.955 1.169 1.078 0.044 -0.059 -0.395
H 0.490 2.464 -0.021 0.371 -0.157 0.216
H 2.176 1.904 0.003 -0.217 -0.254 -0.055
Br 0.447 -2.788 -1.960 0.005 0.052 0.411